# C4H12O3

3 unconnected molecules or ions with the total composition C4H12O3 in a non-equilibrium geometry (the ωB97M-V functional and the def2-TZVPD basis, the OMol25 dataset).

Calculated values
E_HOMO ... -10.28 eV
LUMO energy ... 0.767 eV
Multiplicity ... 1
Structure (SMILES) ... CC(=O)O.CC.O
Kohn-Sham gap ... 11.05 eV
E ... -10485.1390 eV

Element x y z (Å)
C 1.90 -0.51 -0.96
C 1.62 -0.75 0.50
O 0.65 -1.36 0.92
O 2.69 -0.51 1.26
H 0.97 -0.47 -1.51
H 2.50 -1.34 -1.33
H 2.47 0.41 -1.08
H 2.48 -0.69 2.19
C -2.01 -0.03 0.47
C -2.07 0.22 -1.03
H -1.04 -0.59 0.74
H -2.78 -0.74 0.76
H -2.25 0.88 1.03
H -1.95 -0.71 -1.58
H -1.27 0.90 -1.34
H -3.02 0.67 -1.32
O 0.69 1.44 0.96
H 0.66 2.20 0.38
H -0.23 0.99 0.93